(1)
{
  "formula": "C3H7BO3",
  "method": "wB97M-V/def2-TZVPD",
  "molar_mass_g_mol": 101.898,
  "homo_energy_ev": -10.01,
  "e_tot_ha": -369.146590,
  "de_lowest_kcal_mol": 22.90,
  "symbols": ["O", "O", "O", "C", "C", "C", "B", "H", "H", "H", "H", "H", "H", "H"],
  "positions_angstrom": [[-3.00, 1.07, -0.16], [-2.30, -1.30, 0.18], [-0.89, 0.62, 0.09], [0.36, -0.03, 0.02], [1.61, 0.47, 0.74], [1.60, 0.29, -0.80], [-2.09, 0.06, 0.01], [0.32, -1.02, 0.24], [1.61, 1.04, -1.58], [-3.73, 1.06, 0.51], [1.49, 1.47, 0.98], [-3.00, -1.71, -0.21], [2.22, -0.08, 1.46], [2.24, -0.46, -1.21]]
}

(2)
{
  "formula": "C3H7Br2N2O",
  "method": "wB97M-V/def2-TZVPD",
  "molar_mass_g_mol": 246.910,
  "homo_energy_ev": -12.95,
  "charge": 1,
  "e_tot_ha": -5450.961775,
  "de_lowest_kcal_mol": 0.00,
  "symbols": ["Br", "Br", "O", "N", "N", "C", "C", "C", "H", "H", "H", "H", "H", "H", "H"],
  "positions_angstrom": [[0.15, -3.02, 1.31], [-2.70, 1.38, 0.38], [0.76, -0.59, -1.24], [1.24, -0.25, 1.30], [-0.35, 1.91, -1.02], [-0.24, -0.81, -0.44], [0.14, -0.83, 0.98], [-1.09, 1.03, -0.50], [1.43, 0.06, 2.26], [-0.56, 2.93, -0.88], [0.68, -0.86, -2.15], [-1.16, -1.34, -0.70], [2.03, -0.32, 0.70], [0.32, 1.54, -1.69], [-0.65, -0.82, 1.70]]
}

(3)
{
  "formula": "C3H7Br2N2O",
  "method": "wB97M-V/def2-TZVPD",
  "molar_mass_g_mol": 246.910,
  "homo_energy_ev": -10.76,
  "charge": 1,
  "e_tot_ha": -5450.917250,
  "de_lowest_kcal_mol": 27.94,
  "symbols": ["Br", "Br", "O", "N", "N", "C", "C", "C", "H", "H", "H", "H", "H", "H", "H"],
  "positions_angstrom": [[-1.70, -0.56, -0.34], [0.00, 1.01, 2.99], [-1.18, -1.41, 3.60], [0.46, -0.98, -2.16], [1.77, 1.33, -1.19], [-0.04, -0.12, -1.18], [0.53, 1.02, -0.89], [-1.28, -0.35, 2.89], [0.00, 1.78, -0.23], [0.93, -0.61, -2.94], [-2.07, -0.07, 2.09], [-1.80, -2.10, 3.28], [0.01, -1.87, -2.39], [2.46, 0.73, -1.77], [1.91, 2.20, -1.76]]
}

(4)
{
  "formula": "C3H7Br2P",
  "method": "wB97M-V/def2-TZVPD",
  "molar_mass_g_mol": 233.871,
  "homo_energy_ev": -7.27,
  "e_tot_ha": -5607.723113,
  "de_lowest_kcal_mol": 105.90,
  "symbols": ["Br", "Br", "P", "C", "C", "C", "H", "H", "H", "H", "H", "H", "H"],
  "positions_angstrom": [[0.28, -2.04, -0.18], [-0.09, -0.36, 2.54], [-0.04, 0.49, -0.74], [-1.04, -0.87, -0.25], [-1.61, -0.65, 1.32], [1.58, 0.43, -1.11], [0.09, 1.33, 0.42], [2.12, -0.21, -1.90], [-0.78, 1.45, -1.52], [-2.13, -1.50, 1.77], [-2.15, 0.23, 1.31], [1.77, 1.44, -1.57], [1.99, 0.27, -0.09]]
}

(5)
{
  "formula": "C3H7BrClNO",
  "method": "wB97M-V/def2-TZVPD",
  "molar_mass_g_mol": 188.452,
  "homo_energy_ev": -9.36,
  "e_tot_ha": -3282.602840,
  "de_lowest_kcal_mol": 0.00,
  "symbols": ["Br", "Cl", "O", "N", "C", "C", "C", "H", "H", "H", "H", "H", "H", "H"],
  "positions_angstrom": [[-1.44, -2.58, 0.90], [0.74, -2.25, -1.09], [-1.11, 1.63, -0.35], [0.17, -1.73, 0.48], [1.25, 0.40, 0.67], [-0.75, 0.36, -0.82], [-0.10, -0.16, 0.44], [-0.65, 0.18, 1.34], [-1.42, 2.18, -1.09], [1.78, -0.16, 1.42], [-1.63, -0.35, -1.17], [1.92, 0.57, -0.13], [0.00, 0.52, -1.68], [1.25, 1.37, 1.08]]
}

(6)
{
  "formula": "C3H7BrN3",
  "method": "wB97M-V/def2-TZVPD",
  "molar_mass_g_mol": 165.014,
  "homo_energy_ev": -12.46,
  "charge": 1,
  "e_tot_ha": -2856.423824,
  "de_lowest_kcal_mol": 65.33,
  "symbols": ["Br", "N", "N", "N", "C", "C", "C", "H", "H", "H", "H", "H", "H", "H"],
  "positions_angstrom": [[-1.73, 0.14, 3.14], [-1.28, -1.55, 0.22], [0.26, 1.48, 0.10], [1.17, 1.33, -0.78], [0.67, -0.99, -1.34], [1.40, 0.22, -1.48], [-0.32, -1.26, -0.54], [0.98, -1.80, -1.99], [-1.14, -1.89, 1.17], [-2.04, 0.93, 4.23], [1.81, 2.10, -1.02], [0.26, 2.40, 0.52], [2.20, 0.25, -2.19], [-2.25, -1.37, -0.05]]
}

(7)
{
  "formula": "C3H7BrN3",
  "method": "wB97M-V/def2-TZVPD",
  "molar_mass_g_mol": 165.014,
  "homo_energy_ev": [-14.58, -14.58],
  "charge": 1,
  "e_tot_ha": -2856.367202,
  "de_lowest_kcal_mol": 100.86,
  "symbols": ["Br", "N", "N", "N", "C", "C", "C", "H", "H", "H", "H", "H", "H", "H"],
  "positions_angstrom": [[-1.51, 2.07, 3.31], [0.00, -0.09, 0.88], [-0.67, -0.79, -2.93], [-0.48, -0.35, -0.30], [1.74, -0.37, -0.46], [0.54, -0.56, -1.12], [1.31, -0.11, 0.86], [-0.57, 0.30, 1.64], [-2.09, 2.97, 4.11], [-0.28, -1.33, -3.69], [1.86, 0.35, 1.72], [-1.39, -0.38, -0.78], [-1.29, -1.44, -2.46], [2.81, -0.27, -0.78]]
}

(8)
{
  "formula": "C3H7BrO",
  "method": "wB97M-V/def2-TZVPD",
  "molar_mass_g_mol": 138.992,
  "homo_energy_ev": -8.01,
  "e_tot_ha": -2767.698898,
  "de_lowest_kcal_mol": 33.74,
  "symbols": ["Br", "O", "C", "C", "C", "H", "H", "H", "H", "H", "H", "H"],
  "positions_angstrom": [[-2.87, 0.30, -0.11], [0.32, 1.42, 0.99], [0.06, -1.02, 0.67], [0.19, 0.37, 0.19], [0.52, 0.48, -1.22], [-0.89, -1.23, 1.21], [0.69, -0.56, -1.63], [0.92, -1.17, 1.44], [0.15, -1.66, -0.16], [-0.03, 1.05, 1.88], [1.29, 1.24, -1.41], [-0.34, 0.79, -1.85]]
}

(9)
{
  "formula": "C3H7BrO2",
  "method": "wB97M-V/def2-TZVPD",
  "molar_mass_g_mol": 154.991,
  "multiplicity": 3,
  "s_squared": 2.01,
  "homo_energy_ev": [-5.50, -10.05],
  "e_tot_ha": -2842.744371,
  "de_lowest_kcal_mol": 21.46,
  "symbols": ["Br", "O", "O", "C", "C", "C", "H", "H", "H", "H", "H", "H", "H"],
  "positions_angstrom": [[-2.11, 0.02, 2.13], [0.22, 0.26, -0.47], [-1.49, -0.46, -1.60], [-0.95, -0.38, -0.39], [1.00, 0.88, -1.47], [-0.28, -0.29, 2.38], [0.27, 0.53, 1.89], [2.11, 0.94, -1.16], [-2.45, -0.79, -1.51], [0.82, 0.42, -2.46], [0.59, 1.90, -1.57], [0.06, -0.48, 3.55], [0.23, -1.35, 1.87]]
}

(10)
{
  "formula": "C3H7Cl2F",
  "method": "wB97M-V/def2-TZVPD",
  "molar_mass_g_mol": 132.993,
  "homo_energy_ev": -10.22,
  "e_tot_ha": -1138.726003,
  "de_lowest_kcal_mol": 0.00,
  "symbols": ["Cl", "Cl", "F", "C", "C", "C", "H", "H", "H", "H", "H", "H", "H"],
  "positions_angstrom": [[1.64, 0.58, -0.11], [-2.37, -1.15, -0.11], [1.46, -1.93, -0.68], [-1.25, 1.32, -0.51], [-1.12, 0.07, 0.33], [2.05, -1.11, 0.23], [-0.48, 2.04, -0.21], [1.69, -1.34, 1.23], [-1.13, 1.09, -1.58], [3.14, -1.21, 0.16], [-2.23, 1.78, -0.36], [-0.15, -0.41, 0.19], [-1.25, 0.28, 1.40]]
}

(11)
{
  "formula": "C3H7Cl2NO2Si",
  "method": "wB97M-V/def2-TZVPD",
  "molar_mass_g_mol": 188.086,
  "homo_energy_ev": -10.93,
  "e_tot_ha": -1533.652952,
  "de_lowest_kcal_mol": 0.00,
  "symbols": ["Cl", "Cl", "Si", "O", "O", "N", "C", "C", "C", "H", "H", "H", "H", "H", "H", "H"],
  "positions_angstrom": [[-1.21, -2.70, 0.70], [-2.36, 0.30, 1.46], [-1.07, -0.73, 0.28], [2.67, -1.19, 0.53], [1.60, -0.52, -1.21], [1.73, -0.64, -0.01], [-1.41, -0.36, -1.55], [0.71, 1.55, 0.73], [0.68, -0.12, 0.84], [1.70, 1.88, 1.01], [-0.80, 0.46, -1.91], [-2.45, -0.10, -1.71], [-1.19, -1.23, -2.17], [0.92, -0.37, 1.87], [0.49, 1.83, -0.29], [-0.03, 1.94, 1.41]]
}

(12)
{
  "formula": "C3H7ClMgNO",
  "method": "wB97M-V/def2-TZVPD",
  "molar_mass_g_mol": 132.853,
  "homo_energy_ev": -14.01,
  "charge": 1,
  "e_tot_ha": -908.619398,
  "de_lowest_kcal_mol": 0.00,
  "symbols": ["Cl", "Mg", "O", "N", "C", "C", "C", "H", "H", "H", "H", "H", "H", "H"],
  "positions_angstrom": [[-3.40, 0.95, 2.16], [-2.05, -0.87, 2.73], [-0.69, -1.02, 1.40], [0.33, -0.24, -0.41], [0.11, -1.15, 0.49], [-0.41, 1.03, -0.34], [1.56, -0.25, -1.24], [0.95, -1.85, 0.63], [2.31, 0.29, -0.67], [1.31, 0.22, -2.19], [-0.99, 1.20, -1.25], [1.83, -1.27, -1.51], [0.25, 1.90, -0.30], [-1.12, 1.04, 0.49]]
}

(13)
{
  "formula": "C3H7ClN2",
  "method": "wB97M-V/def2-TZVPD",
  "molar_mass_g_mol": 106.556,
  "homo_energy_ev": -8.79,
  "e_tot_ha": -688.156284,
  "de_lowest_kcal_mol": 37.97,
  "symbols": ["Cl", "N", "N", "C", "C", "C", "H", "H", "H", "H", "H", "H", "H"],
  "positions_angstrom": [[-2.55, -0.56, -0.22], [-0.11, 1.97, -0.32], [1.58, -1.19, -0.27], [0.26, -0.58, -0.45], [-0.97, -0.47, 0.50], [-0.01, 0.68, 0.25], [1.96, -1.19, 0.69], [-0.07, -0.56, -1.50], [-0.61, 2.53, 0.43], [-0.78, 1.98, -1.07], [1.62, -2.13, -0.65], [0.60, 0.59, 1.15], [-0.91, -1.07, 1.46]]
}

(14)
{
  "formula": "C3H7ClN2S",
  "method": "wB97M-V/def2-TZVPD",
  "molar_mass_g_mol": 138.623,
  "homo_energy_ev": -9.11,
  "e_tot_ha": -1086.303031,
  "de_lowest_kcal_mol": 53.68,
  "symbols": ["Cl", "S", "N", "N", "C", "C", "C", "H", "H", "H", "H", "H", "H", "H"],
  "positions_angstrom": [[2.70, 0.29, -1.08], [-0.62, -1.28, -0.39], [-1.38, 0.85, 1.56], [-0.09, 0.61, 1.40], [1.94, -0.62, 0.49], [0.41, -0.22, 0.58], [-0.88, 0.12, -1.70], [-2.07, 0.28, 0.87], [2.57, -0.14, 1.28], [-1.75, 0.91, 2.51], [0.13, 0.33, -2.19], [-1.72, -0.24, -2.26], [2.18, -1.74, 0.16], [-1.41, 0.86, -1.23]]
}

(15)
{
  "formula": "C3H7ClN3",
  "method": "wB97M-V/def2-TZVPD",
  "molar_mass_g_mol": 120.563,
  "homo_energy_ev": -13.99,
  "charge": 1,
  "e_tot_ha": -742.661296,
  "de_lowest_kcal_mol": 43.78,
  "symbols": ["Cl", "N", "N", "N", "C", "C", "C", "H", "H", "H", "H", "H", "H", "H"],
  "positions_angstrom": [[2.09, 0.88, 0.20], [0.91, -1.38, -0.59], [-0.49, 0.28, -0.31], [-0.62, -0.70, 0.75], [0.75, 0.05, -0.91], [0.17, -1.66, 0.47], [-1.03, 1.61, 0.08], [-0.28, 1.93, 0.89], [1.60, -1.92, -1.06], [0.93, 0.41, -1.98], [-1.30, 2.30, -0.76], [-1.97, 1.39, 0.52], [0.25, -2.69, 1.00], [-1.02, -0.50, 1.69]]
}

(16)
{
  "formula": "C3H7ClOSi",
  "method": "wB97M-V/def2-TZVPD",
  "molar_mass_g_mol": 122.627,
  "homo_energy_ev": [-10.20, -10.15],
  "e_tot_ha": -943.290143,
  "de_lowest_kcal_mol": 136.25,
  "symbols": ["Cl", "Si", "O", "C", "C", "C", "H", "H", "H", "H", "H", "H", "H"],
  "positions_angstrom": [[-2.48, -1.25, 0.36], [-0.40, 1.92, 0.14], [1.90, -0.77, 0.97], [-0.16, 0.18, 0.89], [0.41, -1.56, -0.91], [0.83, -0.77, 0.37], [0.94, -0.97, -1.68], [-0.50, 1.94, -1.37], [-0.55, -1.28, -0.97], [0.79, 2.68, 0.41], [0.73, -2.63, -0.94], [-0.05, -0.01, 1.92], [-1.48, 2.51, 0.80]]
}

(17)
{
  "formula": "C3H7FINO",
  "method": "wB97M-V/def2-TZVPD",
  "molar_mass_g_mol": 218.997,
  "multiplicity": 3,
  "s_squared": 2.01,
  "homo_energy_ev": [-5.74, -9.56],
  "e_tot_ha": -645.853508,
  "de_lowest_kcal_mol": 3.89,
  "symbols": ["I", "F", "O", "N", "C", "C", "C", "H", "H", "H", "H", "H", "H", "H"],
  "positions_angstrom": [[3.41, 0.42, -0.07], [-0.22, 0.10, -1.69], [2.51, -2.39, 0.12], [0.44, -0.55, 0.39], [2.20, -1.18, -0.40], [-0.06, 0.52, -0.37], [-1.43, 1.07, 0.20], [-1.69, 2.03, -0.18], [0.65, 1.34, -0.42], [2.63, -2.32, 1.03], [1.68, -1.19, -1.41], [-1.38, 1.25, 1.25], [-0.22, -1.32, 0.14], [-2.31, 0.48, -0.01]]
}

(18)
{
  "formula": "C3H7FN2O",
  "method": "wB97M-V/def2-TZVPD",
  "molar_mass_g_mol": 106.100,
  "homo_energy_ev": [-8.24, -8.06],
  "e_tot_ha": -402.962920,
  "de_lowest_kcal_mol": 91.93,
  "symbols": ["F", "O", "N", "N", "C", "C", "C", "H", "H", "H", "H", "H", "H", "H"],
  "positions_angstrom": [[2.17, -0.28, -0.31], [-1.87, 0.11, 0.41], [-0.16, 1.67, 0.64], [-0.98, 2.76, 1.03], [1.05, -0.94, -0.82], [-0.75, 0.58, 0.25], [0.59, -2.33, -0.45], [-1.56, 2.97, 0.21], [1.11, -0.87, -1.97], [-0.12, -2.88, -1.13], [0.69, 1.96, 0.20], [1.39, -3.12, -0.36], [-1.65, 2.49, 1.83], [0.09, -2.12, 0.48]]
}

(19)
{
  "formula": "C3H7FN2O",
  "method": "wB97M-V/def2-TZVPD",
  "molar_mass_g_mol": 106.100,
  "homo_energy_ev": -9.65,
  "e_tot_ha": -403.049882,
  "de_lowest_kcal_mol": 37.36,
  "symbols": ["F", "O", "N", "N", "C", "C", "C", "H", "H", "H", "H", "H", "H", "H"],
  "positions_angstrom": [[-3.17, 0.38, -0.35], [2.81, 0.25, 0.09], [0.59, -0.92, -0.91], [1.58, 0.54, 0.76], [0.51, -0.08, 0.02], [-0.88, 0.33, 0.42], [-1.94, -0.23, -0.56], [1.48, -1.43, -1.03], [-0.91, 1.46, 0.46], [1.41, 1.55, 0.90], [-1.02, -0.04, 1.44], [-2.06, -1.25, -0.27], [-1.71, -0.21, -1.62], [3.33, -0.36, 0.63]]
}

(20)
{
  "formula": "C3H7FN4",
  "method": "wB97M-V/def2-TZVPD",
  "molar_mass_g_mol": 118.115,
  "homo_energy_ev": -9.18,
  "e_tot_ha": -437.399887,
  "de_lowest_kcal_mol": 9.37,
  "symbols": ["F", "N", "N", "N", "N", "C", "C", "C", "H", "H", "H", "H", "H", "H", "H"],
  "positions_angstrom": [[0.18, -1.70, 0.65], [1.31, 1.63, -0.08], [2.36, -0.46, -0.31], [-1.73, -0.71, -0.77], [-1.53, 1.29, 0.47], [0.12, -0.33, 0.75], [-1.15, 0.13, 0.12], [1.34, 0.39, 0.07], [0.16, -0.10, 1.80], [0.39, 2.03, 0.20], [-1.52, -1.68, -0.66], [-2.72, -0.57, -1.05], [2.05, -1.42, -0.50], [-2.45, 1.49, 0.03], [3.20, 0.02, -0.72]]
}